(1)
{
  "formula": "C29H30N3O7PSSeTi",
  "method": "ωB97M-V/def2-TZVPD",
  "elements": ["Se", "Ti", "S", "P", "O", "O", "O", "O", "O", "O", "O", "N", "N", "N", "C", "C", "C", "C", "C", "C", "C", "C", "C", "C", "C", "C", "C", "C", "C", "C", "C", "C", "C", "C", "C", "C", "C", "C", "C", "C", "C", "C", "C", "H", "H", "H", "H", "H", "H", "H", "H", "H", "H", "H", "H", "H", "H", "H", "H", "H", "H", "H", "H", "H", "H", "H", "H", "H", "H", "H", "H", "H", "H"],
  "coordinates": [[2.47, 1.61, -1.04], [0.85, -0.40, -0.87], [-3.38, 0.75, 1.74], [0.02, 0.20, 2.27], [-2.14, -0.07, 2.03], [2.38, -1.07, -1.64], [-4.53, -0.11, 1.68], [-3.45, 1.92, 2.59], [-2.25, -2.77, -3.28], [-0.47, -1.55, -1.63], [0.03, 0.18, 0.66], [1.05, -2.21, 0.14], [-0.18, 0.93, -2.81], [-0.22, -2.81, 0.28], [4.55, -3.08, 0.49], [-0.23, -1.30, 3.22], [-4.43, -3.44, 0.19], [-4.24, -3.40, -2.22], [1.83, 0.29, 2.51], [1.18, 5.54, -1.43], [-3.01, 1.29, 0.11], [1.84, 3.36, -0.63], [2.08, -2.92, 0.40], [-2.34, -2.83, -0.85], [5.87, -1.84, -1.09], [-0.95, -2.39, -0.69], [-2.12, 2.34, -0.06], [3.49, -1.59, -1.10], [-2.92, -2.99, -2.11], [-1.29, 2.35, -1.16], [-2.43, 0.43, -2.04], [-4.99, -3.62, -1.07], [4.74, -1.28, -1.64], [3.39, -2.49, -0.03], [1.61, 3.79, 0.67], [1.15, 5.08, 0.92], [-3.11, -3.05, 0.30], [-1.35, 1.29, -2.05], [1.65, 4.26, -1.68], [5.79, -2.74, -0.02], [-3.26, 0.40, -0.93], [0.92, 5.95, -0.13], [-0.37, 1.75, 3.07], [0.41, -2.08, 2.80], [6.84, -1.58, -1.49], [4.47, -3.79, 1.30], [1.86, 3.94, -2.70], [-6.02, -3.92, -1.16], [-1.43, 1.88, 3.31], [-1.26, -1.63, 3.26], [0.14, -1.06, 4.22], [4.79, -0.57, -2.46], [1.93, -3.88, 0.88], [-2.66, -2.87, 1.26], [0.97, 5.39, 1.94], [2.34, -0.54, 2.01], [0.24, 1.80, 3.97], [-2.54, -0.32, -2.81], [1.81, 3.13, 1.50], [2.06, 0.24, 3.57], [-0.52, 3.10, -1.25], [0.43, 1.70, -3.03], [-2.01, 3.08, 0.72], [2.23, 1.21, 2.09], [0.55, 6.95, 0.06], [6.69, -3.18, 0.39], [1.03, 6.22, -2.26], [-4.01, -0.37, -0.81], [-0.05, 2.53, 2.39], [-5.03, -3.57, 1.08], [-4.67, -3.53, -3.20], [-1.39, -2.37, -3.07], [-0.40, 0.37, -3.62]],
  "energy_ha": -5804.653625,
  "spin_multiplicity": 1,
  "total_charge": 0,
  "e_homo_ha": -0.304,
  "lumo_energy_ev": -1.1,
  "homo_lumo_gap_ev": 7.2,
  "relative_energy_ev": 0.000
}

=====

(2)
{
  "formula": "C29H30N6O2S2Sm",
  "method": "ωB97M-V/def2-TZVPD",
  "elements": ["Sm", "S", "S", "O", "O", "N", "N", "N", "N", "N", "N", "C", "C", "C", "C", "C", "C", "C", "C", "C", "C", "C", "C", "C", "C", "C", "C", "C", "C", "C", "C", "C", "C", "C", "C", "C", "C", "C", "C", "C", "H", "H", "H", "H", "H", "H", "H", "H", "H", "H", "H", "H", "H", "H", "H", "H", "H", "H", "H", "H", "H", "H", "H", "H", "H", "H", "H", "H", "H", "H"],
  "coordinates": [[0.02, -0.45, 0.56], [2.46, -1.36, -0.52], [0.69, 0.69, 2.92], [-1.64, -1.73, -0.08], [3.55, -4.02, -2.75], [2.19, 1.81, 0.89], [1.09, -2.52, 1.40], [1.12, 1.61, 0.09], [-0.94, 0.91, -1.39], [1.05, -3.30, -2.69], [3.11, 1.64, 2.97], [2.08, 1.42, 2.15], [2.72, -4.81, -3.47], [-2.17, 0.83, -1.91], [-2.65, 1.68, -2.88], [0.42, -5.18, -4.15], [-2.67, -3.75, 0.49], [-2.79, -5.10, 0.34], [-1.09, -5.11, -1.35], [-0.49, 2.70, -2.93], [1.85, -4.38, 2.70], [-1.75, -2.99, -0.27], [3.26, -3.50, 0.98], [-1.78, 2.63, -3.41], [0.05, -2.95, -1.90], [-0.10, 1.87, -1.87], [5.02, 1.77, 1.42], [0.83, -6.24, -4.92], [3.11, -5.90, -4.24], [2.36, 2.69, -1.75], [-0.93, -3.70, -1.24], [0.91, -3.43, 2.37], [2.17, -6.61, -4.96], [3.05, -4.42, 1.98], [1.16, 2.05, -1.14], [4.32, 2.35, 2.64], [1.36, -4.46, -3.40], [-1.98, -5.79, -0.58], [2.26, -2.55, 0.71], [4.94, -4.25, -2.82], [4.97, 2.27, 3.52], [3.07, 2.93, -0.96], [2.84, 1.99, -2.43], [-0.47, -5.64, -2.05], [1.66, -5.06, 3.52], [3.80, -5.17, 2.20], [-2.80, 0.04, -1.51], [5.21, -5.19, -2.34], [4.57, 2.16, 0.51], [4.91, 0.69, 1.40], [0.11, -6.79, -5.51], [-3.51, -5.65, 0.93], [-0.61, -4.87, -4.14], [-2.11, 3.32, -4.17], [0.05, -1.88, -1.66], [4.10, 3.41, 2.48], [1.84, -2.64, -2.69], [6.08, 2.01, 1.43], [4.16, -3.47, 0.40], [2.12, 3.60, -2.30], [-2.08, -6.86, -0.68], [5.29, -4.25, -3.86], [4.14, -6.19, -4.27], [5.40, -3.41, -2.30], [0.20, 3.42, -3.34], [-0.04, -3.38, 2.88], [2.48, -7.45, -5.56], [2.95, 1.37, 3.93], [-3.67, 1.62, -3.22], [-3.29, -3.20, 1.18]],
  "energy_ha": -3056.352341,
  "spin_multiplicity": 6,
  "total_charge": 1,
  "e_homo_ha": [-0.377, -0.377],
  "s_squared": 8.759,
  "lumo_energy_ev": [-3.5, -3.5],
  "homo_lumo_gap_ev": [6.7, 6.7],
  "relative_energy_ev": 0.000
}

=====

(3)
{
  "formula": "C29H31BCl2F3O3P2S",
  "method": "ωB97M-V/def2-TZVPD",
  "elements": ["Cl", "Cl", "S", "P", "P", "F", "F", "F", "O", "O", "O", "C", "C", "C", "C", "C", "C", "C", "C", "C", "C", "C", "C", "C", "C", "C", "C", "C", "C", "C", "C", "C", "C", "C", "C", "C", "C", "C", "C", "C", "B", "H", "H", "H", "H", "H", "H", "H", "H", "H", "H", "H", "H", "H", "H", "H", "H", "H", "H", "H", "H", "H", "H", "H", "H", "H", "H", "H", "H", "H", "H", "H"],
  "coordinates": [[-4.04, 5.46, -0.78], [-1.03, 4.76, -1.18], [-3.90, -0.67, -0.58], [-2.51, 0.48, 0.11], [-1.66, 1.86, -1.44], [-0.83, -5.92, 4.01], [-1.46, -1.65, 2.31], [7.01, 2.68, 1.58], [-1.22, 0.67, -3.85], [0.70, 0.90, -0.23], [1.19, 2.60, -1.80], [-3.19, -6.36, 6.71], [-3.55, 3.85, -1.01], [6.30, 2.64, 0.44], [6.22, 2.71, -1.93], [1.11, 1.40, 1.07], [1.80, 2.04, -5.35], [-3.76, -5.10, 6.75], [0.95, 1.25, -4.59], [-0.07, 3.31, -6.15], [-2.20, -6.65, 5.78], [4.20, 2.43, -0.66], [4.84, 2.55, -1.89], [0.22, -4.36, 0.62], [6.96, 2.76, -0.76], [-2.35, -4.38, 4.94], [-2.25, 3.54, -1.18], [-0.41, 1.51, -4.61], [-0.55, -2.64, 2.05], [0.46, -2.87, 2.95], [-2.24, 1.26, -3.11], [-4.68, 2.85, -1.01], [4.93, 2.48, 0.52], [-0.94, 2.52, -5.40], [-3.34, -4.11, 5.86], [1.37, -3.87, 2.67], [-1.80, -5.65, 4.91], [1.26, -4.62, 1.51], [1.29, 3.08, -6.12], [-0.70, -3.36, 0.88], [0.32, 1.81, -1.16], [-3.01, 0.51, -2.91], [4.46, 2.39, 1.49], [0.80, 3.16, -2.49], [-4.54, -4.88, 7.47], [6.72, 2.80, -2.89], [-4.48, 2.01, -1.68], [1.97, -5.40, 1.29], [-5.59, 3.34, -1.34], [4.27, 2.52, -2.80], [1.20, 2.49, 1.07], [2.17, -4.08, 3.37], [0.53, -2.27, 3.85], [-4.84, 2.46, -0.01], [2.07, 0.97, 1.30], [-1.52, -3.15, 0.21], [-2.88, 1.40, 1.11], [-3.51, -7.12, 7.40], [3.13, 2.31, -0.63], [-1.74, -7.62, 5.72], [1.33, 0.43, -3.99], [-1.37, -0.19, 0.54], [8.03, 2.88, -0.77], [0.13, -4.95, -0.29], [0.37, 1.10, 1.81], [2.86, 1.84, -5.33], [1.96, 3.69, -6.70], [-2.71, 2.12, -3.59], [-2.00, -3.64, 4.24], [-0.47, 4.11, -6.76], [-2.00, 2.69, -5.45], [-3.79, -3.13, 5.89]],
  "energy_ha": -3674.914140,
  "spin_multiplicity": 1,
  "total_charge": 1,
  "e_homo_ha": -0.393,
  "lumo_energy_ev": -3.9,
  "homo_lumo_gap_ev": 6.8
}